(1)
The following is a DFT calculation (the ωB97M-V functional and the def2-TZVPD basis) of 2 unconnected molecules or ions with the total composition C5H12Si.

Each line ends with the Löwdin charge.
CARTESIAN COORDINATES (ANGSTROEM)
H  1.100  0.599  -1.961  0.086
H  -2.419  -0.466  1.012  0.011
C  1.142  -0.202  -1.203  -0.269
H  -2.317  -1.348  2.341  0.011
C  2.222  -1.221  -1.570  -0.117
H  2.032  -1.981  -2.419  0.099
C  0.611  -0.120  -0.015  -0.145
Si  -0.059  -0.693  1.627  0.559
H  0.174  0.536  2.524  -0.034
H  3.053  -0.736  -1.981  0.038
C  -1.825  -1.264  1.399  -0.262
H  -2.080  -2.060  0.766  0.011
H  -0.777  3.916  -0.590  -0.008
H  2.415  -1.787  -0.635  0.075
H  -1.546  3.053  -1.853  -0.049
C  -0.855  2.957  -1.092  0.115
H  0.603  -1.832  2.298  -0.059
H  -0.168  2.133  -1.082  -0.062

* M: 100.24 g mol⁻¹
* HOMO energy (alpha / beta): -8.833 / -8.175 eV
* energy above the lowest of the compared OMol25 structures with the same formula, charge and spin: 4.954 eV
* total energy: -13251.777 eV

=====

(2)
The following is a DFT calculation (the ωB97M-V functional and the def2-TZVPD basis) of a molecular structure, C5H12Si.

Each line ends with the Löwdin charge.
CARTESIAN COORDINATES (ANGSTROEM)
H  -0.894  -3.204  1.082  0.023
H  0.806  -1.063  -1.161  0.055
H  2.919  2.440  -0.594  0.075
Si  -1.320  -0.674  0.265  0.589
C  2.217  1.648  -0.929  -0.030
H  -0.852  -0.504  1.725  -0.022
C  0.061  -0.224  -0.976  -0.194
C  1.254  1.209  -0.161  -0.276
H  -2.519  -2.823  0.460  0.015
C  0.882  1.610  1.252  -0.143
H  1.197  0.802  1.981  0.087
H  -0.220  1.600  1.239  0.023
H  2.162  1.379  -1.951  0.038
H  -0.988  -2.750  -0.681  0.000
H  1.369  2.606  1.462  0.090
H  -2.803  -0.112  -0.005  -0.024
H  0.140  0.366  -1.841  -0.015
C  -1.433  -2.610  0.322  -0.289

* M: 100.24 g mol⁻¹
* HOMO energy: -9.400 eV
* energy above the lowest of the compared OMol25 structures with the same formula, charge and spin: 3.085 eV
* total energy: -13253.645 eV

=====

(3)
The following is a DFT calculation (the ωB97M-V functional and the def2-TZVPD basis) of C5H12Si in the gas phase.

Each line ends with the Mulliken spin population.
CARTESIAN COORDINATES (ANGSTROEM)
H  -0.102  0.777  2.434  -0.010
H  -1.206  1.547  1.593  -0.031
H  -0.818  -2.363  -1.922  -0.024
C  1.912  0.173  -0.193  0.106
C  -1.012  0.639  2.027  0.060
C  -1.035  -0.544  1.085  0.116
C  -0.518  -1.427  -2.206  0.290
H  0.963  2.115  0.189  -0.008
H  -0.796  -1.393  1.628  -0.005
H  -1.943  -0.701  0.644  0.014
Si  0.099  -0.167  -0.430  0.677
H  0.225  -1.597  -2.908  -0.002
H  1.275  1.983  -1.425  -0.042
H  -1.379  -1.021  -2.609  -0.076
H  -1.856  0.446  2.872  -0.007
H  2.447  0.180  0.735  0.008
C  1.071  1.433  -0.641  0.932
H  2.671  -0.078  -0.873  0.000

* M: 100.24 g mol⁻¹
* HOMO energy (alpha / beta): -3.633 / -9.381 eV
* energy above the lowest of the compared OMol25 structures with the same formula, charge and spin: 4.188 eV
* total energy: -13248.873 eV
* multiplicity: 3

=====

(4)
The following is a DFT calculation (the ωB97M-V functional and the def2-TZVPD basis) of C5H13BClP in the gas phase.

Each line ends with the Löwdin charge.
CARTESIAN COORDINATES (ANGSTROEM)
C  3.081  0.139  0.590  -0.150
C  2.379  -0.352  -0.648  -0.781
H  4.060  -0.330  0.651  0.074
H  0.990  1.229  -0.645  0.100
C  -3.048  -1.354  0.351  -0.313
H  0.524  -0.101  -1.735  0.093
Cl  3.357  0.185  -2.084  0.556
B  0.021  -0.529  0.346  -0.382
H  -3.541  -1.354  -0.617  0.035
H  -3.827  -1.199  1.093  0.025
H  -2.657  -2.353  0.515  0.038
H  2.402  -1.435  -0.686  0.092
C  -2.259  1.620  0.057  -0.297
C  0.955  0.144  -0.768  -0.281
H  2.552  -0.149  1.495  0.070
H  -2.033  2.257  0.902  0.024
H  -3.306  1.734  -0.198  0.035
H  3.231  1.215  0.569  0.079
H  -1.678  2.019  -0.773  0.031
H  0.550  -1.303  1.085  0.036
P  -1.755  -0.081  0.500  0.915

* M: 150.40 g mol⁻¹
* HOMO energy: -7.713 eV
* total energy: -27882.522 eV

=====

(5)
The following is a DFT calculation (the ωB97M-V functional and the def2-TZVPD basis) of a molecular structure, C5H13BeCl2Ir.

Each line ends with the Mulliken spin population.
CARTESIAN COORDINATES (ANGSTROEM)
H  -0.463  -1.892  0.507  0.009
H  0.919  0.657  -3.211  0.007
H  2.223  -2.040  -0.963  0.014
Cl  1.304  1.032  2.578  0.048
H  -1.626  0.317  3.189  0.013
H  1.258  1.508  0.262  0.049
H  2.805  -0.492  -1.618  0.000
Ir  -1.187  0.759  0.716  2.378
C  0.534  1.629  1.079  0.257
Cl  -2.695  2.413  1.116  0.262
H  -0.839  -1.158  2.450  -0.045
C  -1.575  -0.354  2.317  0.242
H  0.301  2.684  1.291  0.014
H  2.397  -0.632  0.112  0.003
H  -2.579  -0.773  2.123  0.057
H  -0.295  -0.631  -3.427  0.010
C  0.065  0.151  -2.741  0.023
C  2.109  -0.948  -0.900  0.005
Be  0.511  -0.576  -1.292  0.160
H  -1.716  -1.379  -0.697  -0.027
C  -0.708  -1.162  -0.287  0.534
H  -0.744  0.885  -2.604  -0.014

* charge: -2
* M: 345.29 g mol⁻¹
* HOMO energy (alpha / beta): 2.145 / -0.833 eV
* energy above the lowest of the compared OMol25 structures with the same formula, charge and spin: 0.227 eV
* total energy: -33675.504 eV
* multiplicity: 5

=====

(6)
The following is a DFT calculation (the ωB97M-V functional and the def2-TZVPD basis) of 2 unconnected molecules or ions with the total composition C5H13BrSi.

Each line ends with the Löwdin charge.
CARTESIAN COORDINATES (ANGSTROEM)
H  2.252  -1.182  -0.397  0.085
H  0.572  -1.757  -1.581  0.101
Si  -0.844  1.032  0.465  0.947
H  2.068  -0.458  1.211  0.071
H  -0.242  -2.410  0.492  0.085
C  0.236  -0.535  0.081  -0.693
C  -0.085  -0.930  -1.334  -0.098
H  0.439  -1.787  1.831  0.068
C  -0.260  -1.527  1.083  -0.117
H  2.090  0.643  -0.242  0.104
H  0.100  3.191  0.628  -0.002
H  -1.783  0.901  1.531  -0.081
C  -0.103  2.615  -0.228  -0.203
H  -0.760  3.153  -1.062  0.099
Br  -4.140  -0.194  -0.042  -0.474
H  -1.178  -1.288  1.597  0.052
H  -1.041  -1.129  -1.591  0.040
C  1.751  -0.409  0.182  -0.080
H  0.834  2.158  -0.696  0.032
H  0.094  -0.088  -1.928  0.064

* M: 181.15 g mol⁻¹
* HOMO energy: -8.131 eV
* energy above the lowest of the compared OMol25 structures with the same formula, charge and spin: 5.039 eV
* total energy: -83313.334 eV

=====

Number 1: maximum force 2.75 eV/A. Number 2: maximum force 4.53 eV/A. Number 3: maximum force 8.13 eV/A. Number 4: maximum force 1.16 eV/A. Number 5: maximum force 4.19 eV/A. Number 6: maximum force 3.69 eV/A.